Here is a molecular structure, C37H34BaN4OPSb from OMol25. Energies are from ωB97M-V/def2-TZVPD.

```
79
Properties=species:S:1:pos:R:3:forces:R:3
C 1.9263 -3.2454 -1.6785 -0.1 0.1 -0.1
H -2.4065 4.1420 0.7269 0.0 0.0 0.0
C -4.5167 -0.7373 -1.3116 0.0 -0.2 0.1
C -0.1361 2.0098 1.9317 -0.1 0.0 0.1
N -1.9230 -2.1555 -0.6141 0.0 0.1 0.1
Sb 3.3456 -3.1893 -0.0109 0.6 -0.5 -0.1
H 2.5181 2.4165 -0.7734 0.0 0.0 0.0
H 2.7922 2.5385 0.9751 0.0 0.0 0.0
C 0.4508 -3.5055 -3.9654 0.0 -0.2 0.0
C 3.2832 2.4360 0.0063 0.0 -0.1 0.0
C -3.3191 -0.2357 -0.8219 0.0 0.2 -0.1
Ba 0.8660 -0.7203 0.1423 -0.5 0.3 0.0
C -1.3528 6.1226 -1.8101 -0.1 0.0 0.1
H -6.3231 -0.3191 -2.3827 0.0 0.0 0.0
C -3.8713 1.9248 -1.7240 0.0 0.0 0.0
H -1.3683 7.1575 -2.1244 0.0 0.0 0.0
H -0.1168 -0.2622 -3.1579 0.0 0.0 0.0
H 3.8986 3.3196 -0.1429 0.0 0.0 0.0
O -1.1011 -2.8462 0.2982 0.0 0.1 0.1
H -2.4322 6.5005 0.0100 0.0 0.0 0.0
H -0.6821 -1.6125 4.7623 0.0 0.1 0.0
C 5.4968 1.2323 -0.0596 0.3 -0.2 0.0
H -2.2334 -0.9295 1.0038 0.1 0.0 0.0
H -1.5039 -1.9979 3.2562 0.0 0.0 0.0
H -1.1809 2.0796 5.1519 0.0 0.0 0.0
C 0.4059 -2.3472 -3.1950 0.1 0.1 0.0
C 5.5244 -1.1597 -0.0465 -0.1 -0.1 0.0
C -2.4354 1.7200 3.4481 0.0 0.0 0.0
C 1.7128 -4.7009 3.7212 -0.1 0.1 0.0
N 1.1430 -2.2322 -2.0836 0.0 0.1 0.2
C 2.1368 -3.3356 1.8006 -0.1 0.1 0.1
C 1.9974 -4.4298 -2.3940 0.1 -0.1 0.0
C 0.5235 -2.6629 3.3266 -0.1 0.1 0.1
H 1.2933 -5.4739 -4.1352 0.0 0.0 0.0
C -1.3527 1.7612 1.2902 -0.1 0.0 -0.1
C -1.9515 5.7547 -0.6086 0.0 0.0 -0.1
C -2.4194 -1.1248 -0.0574 -0.1 -0.1 -0.1
C -0.7368 5.1683 -2.6027 0.1 -0.1 -0.1
H 5.9981 2.1898 -0.0813 0.0 0.0 0.0
C 4.1133 1.1840 -0.0204 -0.1 0.0 0.0
C -1.9363 4.4299 -0.2058 0.0 -0.1 0.0
C -1.2233 1.9790 4.0757 0.0 0.0 -0.1
C -0.4820 -1.1992 -3.5793 0.1 -0.1 0.1
C -0.5510 -1.6752 3.6839 0.1 -0.1 -0.1
H -3.4596 1.4476 1.5809 0.0 0.0 0.0
C 0.7575 -3.7829 4.1182 0.1 -0.2 -0.1
C -2.9854 1.1139 -1.0259 0.1 0.0 0.1
H -3.6201 2.9619 -1.9025 0.0 0.0 0.0
H 6.0733 -2.0924 -0.0610 0.0 0.0 0.0
H -0.5382 -1.1027 -4.6618 0.0 0.0 0.0
H 1.9194 -5.5808 4.3156 0.0 0.0 0.0
C -5.0727 1.4170 -2.2059 0.0 -0.1 0.0
H 7.2934 0.0455 -0.1002 0.0 0.1 0.0
H -4.7668 -1.7771 -1.1404 0.0 0.0 0.0
H 0.7540 2.1902 1.3364 0.0 0.0 0.0
H 2.6455 -5.2356 -2.0731 0.0 0.0 0.0
H -1.4908 -1.3758 -3.1994 0.0 0.0 0.0
N 1.2203 -2.4440 2.2078 0.0 0.1 -0.2
C 2.4084 -4.4782 2.5373 0.1 0.0 -0.1
H -0.9175 -3.6888 -0.1366 0.0 0.0 -0.1
H -0.2715 5.4556 -3.5362 0.0 0.0 0.0
H 3.1575 -5.1865 2.2069 0.0 0.0 0.0
C 4.1337 -1.1430 -0.0091 0.3 0.0 0.0
C -2.5033 1.6117 2.0644 0.1 0.0 0.0
H 0.8738 2.3458 3.7928 0.0 0.0 0.0
H -0.1391 -3.5632 -4.8699 0.0 0.0 0.0
H -5.7530 2.0652 -2.7412 0.0 0.0 0.0
H -3.3400 1.6214 4.0343 0.0 0.0 0.0
C -5.3935 0.0838 -2.0048 0.0 0.1 0.0
C 1.2436 -4.5610 -3.5570 -0.1 0.1 0.0
P -1.3184 1.7076 -0.5474 -0.1 0.1 0.0
C -0.7117 3.8398 -2.1991 0.0 0.0 0.0
C -0.0717 2.1231 3.3146 0.1 0.0 0.0
H 0.1877 -3.9193 5.0270 0.0 0.0 0.0
H -0.2289 3.0929 -2.8190 0.0 0.0 0.0
H -0.3127 -0.6824 3.2986 0.0 0.0 0.0
N 3.4621 0.0131 0.0056 -0.3 -0.1 0.0
C -1.3175 3.4651 -1.0036 0.0 -0.1 0.1
C 6.2120 0.0438 -0.0701 -0.1 0.2 0.0
```
Positions in Å, forces in eV/Å.

Calculated values
Electronic energy in Ha: -2331.26582
Energy relative to the best compared isomer or geometry (same formula, charge and spin) in kcal/mol: 0.0
Total charge: +2
Frontier orbital gap in Eh: 0.3078

These are the Mulliken partial charges, in e, on atoms 1 to 4: 0.202 0.421 -0.573 -0.799

Here is a molecular structure, C37H34ClF4IrN4O6S from OMol25. Energies are from ωB97M-V/def2-TZVPD.

```
88
Properties=species:S:1:pos:R:3:forces:R:3
C -0.0068 3.9525 -0.4975 0.0 0.0 0.0
H 2.4081 -2.1027 0.8170 0.0 0.0 0.0
C 4.7983 -1.1846 -3.2255 0.0 0.0 0.0
H -1.1870 -4.0192 3.0306 0.0 0.0 0.0
H -1.2282 -2.7322 -3.0999 0.0 0.0 0.0
O 0.4018 -0.3616 0.4046 0.0 0.0 0.0
C 4.7736 -0.0118 -2.4821 0.0 0.0 0.0
C 0.8953 3.0272 -1.2536 -0.1 -0.1 0.1
N -2.8514 0.8948 1.9430 0.0 -0.1 0.0
O 1.9517 2.6138 -0.8546 0.1 0.0 0.0
C -1.2381 -1.7045 -2.7152 0.0 0.0 0.0
H 2.9931 -3.1637 -1.1587 0.0 0.0 0.0
Cl -4.7857 1.1468 3.7559 0.0 0.0 0.0
C -3.8118 1.1795 -1.4673 0.0 0.0 0.0
C 0.8255 -4.4050 3.6636 0.0 0.0 0.0
H -1.0365 3.5942 -0.5247 0.0 0.0 0.0
C 1.1526 3.6792 -3.6053 0.1 0.0 0.0
H 2.4778 0.0949 3.2403 0.0 0.0 0.0
C 0.4716 2.6766 -2.7097 0.0 0.0 0.0
H 0.0227 -2.5409 -0.4984 0.0 0.0 0.0
C 3.4738 -1.1071 -0.7768 0.0 0.0 0.0
H -3.5369 -1.8003 -0.2769 0.0 0.0 0.0
F 0.7458 4.9249 -3.3862 0.0 0.0 0.0
C 2.0856 3.3885 -4.4935 0.0 0.0 0.0
C -3.8201 1.0660 0.0273 0.0 0.0 0.0
C -1.0653 2.3453 2.7037 0.0 0.0 0.0
H -0.7585 -1.6313 2.5340 0.0 0.0 0.0
H 0.7422 0.3640 3.1163 0.0 0.0 0.0
H 0.5931 2.3388 5.6542 0.0 0.0 0.0
H -0.0022 4.9311 -0.9824 0.0 0.0 0.0
C 0.1493 -1.1108 -2.8547 0.0 0.0 0.0
C -4.8538 1.1259 0.9780 0.0 0.0 0.0
C 1.3022 -1.7170 3.1011 0.0 0.0 0.0
C 4.1191 0.0274 -1.2605 0.0 0.0 0.0
C 4.1447 -2.3135 -2.7560 0.0 0.0 0.0
C -0.1839 2.7464 3.6964 0.0 0.0 0.0
C -1.0518 -2.6961 -0.5132 0.0 0.0 0.0
C 0.7866 1.2089 -3.0364 0.0 0.0 0.0
C -1.8206 1.1967 2.8931 0.0 0.0 0.0
O -4.8508 1.3351 -2.0909 0.0 0.0 0.0
H 4.1583 -3.2294 -3.3318 0.0 0.0 0.0
S 1.7112 0.1318 1.0256 0.0 0.0 -0.1
H -0.7341 0.2726 5.9463 0.0 0.0 0.0
H -3.6876 -1.2497 -1.9626 0.0 0.0 0.0
H 0.3964 3.6506 3.5671 0.0 0.0 0.0
H 2.5752 4.1389 -5.0972 0.0 0.0 0.0
C 0.0379 -2.2644 2.9041 0.0 0.0 0.0
C 2.3226 -2.5269 3.5922 0.0 0.0 0.0
F 3.4068 1.7328 -5.5108 0.0 0.0 0.0
N 0.1173 0.3014 -2.4169 0.0 0.0 0.1
H 0.3609 4.0466 0.5212 0.0 0.0 0.0
H 5.2855 0.8707 -2.8444 0.0 0.0 0.0
H 0.6390 -5.4468 3.8875 0.0 0.0 0.0
N -1.7198 -1.6748 -1.3281 0.0 0.0 0.0
N -2.6345 0.9159 0.6063 0.0 0.1 0.0
H 5.3234 -1.2159 -4.1709 0.0 0.0 0.0
H 0.8911 -1.6394 -2.2531 0.0 0.0 0.0
H -1.2765 -3.6962 -0.9016 0.0 0.0 0.0
H 3.6987 -1.0250 1.3572 0.0 0.0 0.0
O -2.6418 1.1028 -1.9934 0.0 0.0 0.0
C 2.9055 -1.1529 0.6141 0.0 0.0 0.0
C 1.5559 -0.2759 2.7860 0.0 0.0 0.0
H 2.8846 -4.4818 4.2620 0.0 0.0 0.0
F -0.8800 2.8850 -2.8597 0.0 0.0 -0.1
H 3.3069 -2.1071 3.7679 0.0 0.0 0.0
H 0.4377 -1.1963 -3.8960 0.0 0.0 0.0
H -1.9329 -1.1203 -3.3201 0.0 0.0 0.0
C -0.0755 2.0099 4.8700 0.0 0.0 0.0
C 1.8202 0.9792 -4.0294 0.0 0.0 0.0
C -1.6984 0.4350 4.0443 0.0 0.0 0.0
C -6.3467 1.2453 0.8415 0.0 0.0 0.0
C -4.1867 1.0298 2.1838 0.0 0.1 0.0
H -2.2960 -0.4568 4.1735 0.0 0.0 0.0
O -7.0402 1.1862 1.8202 0.0 0.0 0.0
C -0.8237 0.8524 5.0378 0.0 0.0 0.0
H -1.4090 -2.6247 0.5111 0.0 0.0 0.0
C 3.4794 -2.2716 -1.5389 0.0 0.0 0.0
H -6.1314 1.4188 -1.0787 0.0 0.0 0.0
C 2.4263 1.9939 -4.6639 0.0 0.0 0.0
C -3.1669 -1.9301 -1.2936 0.0 0.0 0.0
Ir -1.1192 0.5372 -0.7817 0.0 -0.1 -0.1
F 2.2475 -0.2622 -4.2839 0.0 0.0 0.0
C -0.1990 -3.6023 3.1810 0.0 0.0 0.0
H -1.2053 2.9331 1.8075 0.0 0.0 0.0
H 4.1197 0.9405 -0.6788 0.0 0.0 0.0
H -3.3817 -2.9559 -1.6125 0.0 0.0 0.0
O -6.8325 1.4041 -0.3732 0.0 0.0 0.0
C 2.0862 -3.8640 3.8733 0.0 0.0 0.0
```
Positions in Å, forces in eV/Å.

Calculated values
Multiplicity: 2
Electronic energy in Ha: -3462.75906
Energy relative to the best compared isomer or geometry (same formula, charge and spin) in kcal/mol: 0.0
Total charge: +1
Frontier orbital gap (spin up / spin down) in Eh: 0.2509 / 0.2804

These are the Mulliken partial charges, in e, on atoms 1 to 4: -1.462 0.499 -0.648 0.446